113
Properties=species:S:1:pos:R:3:mulliken_charge:R:1 method="wB97M-V/def2-TZVPD" energy_ev=-1173779.248 largest_force_ev_per_a=2.0 orbital_gap_ha=0.326 molar_mass_g_mol=1887.09
C -2.214 0.207 3.925 -0.836
C -1.625 -1.036 3.221 -0.180
C -0.407 -0.761 2.319 0.182
N -0.513 0.409 1.441 0.244
C -1.582 0.348 0.508 -0.381
C -2.679 1.190 0.622 0.403
O -2.783 2.117 1.640 -0.620
C -3.729 1.178 -0.279 -0.503
C -3.701 0.328 -1.340 0.066
C -2.606 -0.527 -1.481 0.309
C -1.564 -0.527 -0.587 -0.341
B -0.332 -1.505 -0.846 1.062
O -0.525 -2.840 -1.009 -0.483
O 0.951 -0.966 -0.935 -0.543
C 1.036 -0.021 -2.030 -0.576
C -2.838 -1.315 -2.765 0.344
O -2.189 -2.210 -3.257 -0.644
N -4.010 -0.780 -3.315 0.315
C -4.137 -0.713 -4.773 -0.995
O -4.543 0.552 -5.208 -0.466
C -3.510 1.469 -5.179 0.400
C -2.217 1.235 -5.589 -0.332
C -1.262 2.224 -5.536 -0.596
C -1.573 3.483 -5.093 -0.205
C -2.872 3.722 -4.673 -0.819
C -3.817 2.732 -4.721 0.047
C -4.674 0.139 -2.488 -0.217
O -5.772 0.632 -2.631 -0.634
H -1.592 1.099 3.829 0.065
H -3.194 0.410 3.481 0.180
H -2.422 -0.017 4.980 0.372
H -1.258 -1.703 4.017 0.564
H -2.385 -1.635 2.688 -0.084
H -0.159 -1.703 1.794 0.095
H 0.434 -0.559 2.994 -0.194
H 0.374 0.594 0.990 0.316
H -2.019 2.698 1.518 0.298
H -4.566 1.856 -0.130 0.550
H 0.302 -3.183 -1.376 0.305
H 0.634 0.948 -1.710 0.201
H 2.093 0.069 -2.291 0.298
H 0.498 -0.421 -2.899 0.275
H -3.200 -1.076 -5.203 0.481
H -4.910 -1.422 -5.093 0.301
H -1.913 0.260 -5.964 0.364
H -0.257 1.975 -5.867 0.383
H -0.810 4.273 -5.070 0.238
H -3.118 4.725 -4.335 0.439
H -4.823 2.992 -4.399 0.433
Br 1.194 2.906 3.584 -0.081
C 1.390 2.334 5.435 -0.644
C 2.638 1.515 5.630 -0.616
Br 2.416 -0.295 4.952 -0.098
H 0.483 1.795 5.696 0.308
H 1.442 3.254 6.014 0.403
H 2.855 1.397 6.691 0.359
H 3.507 1.934 5.131 0.370
Br 0.471 5.365 -6.404 -0.090
C 2.370 5.630 -6.056 -0.085
C 3.037 4.338 -5.673 0.011
Br 2.618 3.808 -3.845 -0.128
H 2.441 6.398 -5.291 0.406
H 2.794 6.009 -6.986 -0.279
H 4.118 4.450 -5.700 -0.199
H 2.744 3.505 -6.307 0.413
Br -0.548 5.466 -2.192 -0.051
C 0.383 6.244 -0.672 -0.653
C 1.746 5.631 -0.492 -0.457
Br 1.633 3.857 0.305 -0.100
H -0.261 6.114 0.193 0.374
H 0.469 7.305 -0.900 0.368
H 2.340 6.219 0.205 0.364
H 2.288 5.521 -1.426 0.177
Br 6.050 -1.668 3.491 -0.142
C 5.856 -3.205 4.668 -0.373
C 5.272 -4.386 3.936 -0.552
Br 3.353 -4.177 3.674 -0.155
H 5.253 -2.883 5.512 0.401
H 6.865 -3.427 5.012 0.081
H 5.380 -5.294 4.527 0.305
H 5.712 -4.542 2.956 0.412
Br -4.655 -1.469 1.832 0.000
C -5.994 -2.419 2.877 -0.676
C -5.606 -3.857 3.095 -0.535
Br -5.900 -4.925 1.495 -0.146
H -6.940 -2.308 2.356 0.384
H -6.043 -1.890 3.827 0.343
H -6.233 -4.312 3.859 0.331
H -4.562 -3.979 3.367 0.333
Br 4.814 6.286 -8.279 -0.110
C 6.714 6.562 -7.942 -0.578
C 7.400 5.281 -7.548 -0.586
Br 7.010 4.798 -5.703 -0.151
H 6.790 7.335 -7.184 0.396
H 7.117 6.937 -8.880 0.325
H 8.481 5.401 -7.588 0.350
H 7.108 4.436 -8.164 0.373
Br -7.695 -7.609 4.677 -0.140
C -7.785 -8.883 3.210 -0.570
C -8.749 -8.431 2.146 -0.524
Br -10.597 -8.718 2.688 -0.130
H -8.047 -9.844 3.643 0.394
H -6.774 -8.931 2.811 0.325
H -8.622 -9.022 1.241 0.346
H -8.650 -7.377 1.906 0.297
Br 8.772 -3.221 7.723 -0.113
C 7.936 -4.976 7.805 -0.596
C 8.763 -6.016 7.096 -0.536
Br 8.587 -5.867 5.163 -0.143
H 6.940 -4.870 7.387 0.317
H 7.859 -5.208 8.865 0.367
H 8.408 -7.016 7.339 0.348
H 9.823 -5.947 7.321 0.371



15
Properties=species:S:1:pos:R:3:mulliken_charge:R:1 method="wB97M-V/def2-TZVPD" e_above_lowest_kj_mol=168.8 energy_ev=-8293.247 largest_force_ev_per_a=1.3 orbital_gap_ha=0.400 molar_mass_g_mol=96.13
C -1.857 0.145 0.221 -1.193
C -0.528 -0.218 -0.391 0.057
C 0.620 0.687 -0.742 0.296
C 0.490 2.132 -0.690 -0.210
N 0.365 3.283 -0.711 -0.420
N 0.581 -0.051 0.504 -0.313
C 1.396 -1.227 0.731 -0.852
H -1.958 1.218 0.397 0.326
H -2.701 -0.213 -0.372 0.345
H -1.884 -0.344 1.201 0.230
H -0.520 -1.123 -1.005 0.412
H 1.291 0.350 -1.535 0.411
H 1.724 -1.733 -0.192 0.323
H 0.765 -1.925 1.294 0.292
H 2.260 -0.976 1.350 0.296



128
Properties=species:S:1:pos:R:3:mulliken_charge:R:1 method="wB97M-V/def2-TZVPD" energy_ev=-127082.661 largest_force_ev_per_a=2.3 total_charge=-2 orbital_gap_ha=0.180 molar_mass_g_mol=1409.49
Tl 0.425 0.429 0.842 1.355
Cl 8.265 -0.640 -0.725 -0.311
C 6.597 -0.082 -0.663 0.081
C 5.850 0.005 -1.846 -0.511
C 4.561 0.457 -1.809 -0.755
C 3.898 0.856 -0.591 -0.217
O 2.735 1.328 -0.614 -0.506
C 4.688 0.691 0.611 0.962
C 4.172 0.904 1.951 -1.094
N 2.944 0.959 2.290 0.560
C 2.612 0.982 3.651 -0.146
C 3.233 0.178 4.575 -0.492
C 2.789 0.119 5.913 -0.734
C 1.712 0.848 6.317 -0.949
C 1.037 1.680 5.391 1.358
C -0.125 2.407 5.737 -0.895
C -0.734 3.185 4.802 -1.014
C -0.184 3.227 3.502 0.049
N 0.867 2.548 3.131 -0.001
C 1.487 1.768 4.058 0.011
C 6.021 0.261 0.533 -0.923
H 6.307 -0.287 -2.786 0.398
H 3.973 0.536 -2.714 0.463
H 4.949 0.988 2.729 0.471
H 4.030 -0.479 4.250 0.479
H 3.286 -0.549 6.606 0.350
H 1.328 0.770 7.327 0.334
H -0.527 2.308 6.739 0.351
H -1.642 3.733 5.018 0.424
H -0.662 3.835 2.739 0.406
H 6.599 0.176 1.448 0.349
O -0.955 2.350 -1.207 -0.379
P -1.412 3.693 -0.780 1.867
C -0.028 4.680 -0.154 -0.001
C -0.148 6.009 0.259 -0.405
C 0.944 6.670 0.794 -0.713
C 2.163 6.008 0.918 -0.525
C 2.289 4.696 0.497 -0.397
C 1.195 4.030 -0.046 -0.662
C -2.651 3.675 0.529 0.049
C -2.854 2.473 1.194 0.765
C -3.714 2.418 2.286 -0.772
C -4.374 3.561 2.703 -0.631
C -4.187 4.766 2.032 -0.834
C -3.329 4.823 0.947 -0.149
C -2.141 4.673 -2.122 0.255
C -1.289 5.289 -3.037 -0.669
C -1.803 5.934 -4.151 -0.702
C -3.176 5.965 -4.363 -0.410
C -4.030 5.345 -3.463 -0.721
C -3.514 4.698 -2.348 -0.420
H -1.095 6.528 0.166 0.230
H 0.847 7.699 1.120 0.398
H 3.013 6.522 1.352 0.383
H 3.226 4.162 0.596 0.385
H 1.311 3.007 -0.380 0.749
H -2.356 1.563 0.863 -0.237
H -3.846 1.478 2.799 0.531
H -5.039 3.517 3.558 0.385
H -4.710 5.658 2.355 0.409
H -3.191 5.763 0.425 0.318
H -0.218 5.257 -2.874 0.385
H -1.133 6.406 -4.858 0.398
H -3.578 6.466 -5.235 0.364
H -5.099 5.355 -3.632 0.399
H -4.181 4.197 -1.656 0.350
C 3.136 -2.488 -5.859 -1.565
C 2.576 -3.546 -4.949 0.558
C 1.417 -3.328 -4.214 -0.434
C 0.889 -4.307 -3.383 -0.450
C 1.541 -5.527 -3.243 0.286
N 1.077 -6.578 -2.412 -0.033
C 0.163 -6.592 -1.367 0.201
O -0.532 -7.582 -1.205 -0.735
N 0.095 -5.532 -0.494 0.340
C 1.066 -4.550 -0.156 -0.301
C 2.436 -4.768 -0.213 -0.297
C 3.285 -3.727 0.134 -1.298
C 2.740 -2.525 0.561 -0.166
N 1.428 -2.333 0.658 0.505
C 0.614 -3.317 0.295 0.062
C 2.704 -5.757 -3.975 -0.465
C 3.203 -4.783 -4.822 -0.576
H 2.503 -1.600 -5.862 0.335
H 3.215 -2.853 -6.886 0.381
H 4.133 -2.183 -5.540 0.314
H 0.904 -2.376 -4.287 0.263
H -0.030 -4.118 -2.848 0.655
H 1.149 -7.498 -2.814 0.274
H -0.720 -5.580 0.103 -0.038
H 2.826 -5.723 -0.539 0.486
H 4.360 -3.845 0.085 0.500
H 3.373 -1.687 0.830 0.246
H -0.448 -3.124 0.396 0.158
H 3.224 -6.702 -3.862 0.400
H 4.113 -4.981 -5.378 0.341
C -3.972 -5.803 0.157 -0.372
C -4.333 -4.707 -0.619 -0.787
C -3.823 -3.449 -0.338 -0.700
C -2.937 -3.255 0.728 1.767
C -2.589 -4.361 1.507 -0.128
C -3.101 -5.621 1.222 -0.612
C -2.336 -1.919 0.970 0.905
C -2.237 -0.871 0.181 -1.573
C -2.591 -0.579 -1.152 -0.265
C -1.714 -0.856 -2.224 -0.174
C -2.020 -0.496 -3.521 -0.226
C -3.212 0.157 -3.826 -0.758
C -4.093 0.442 -2.781 -0.734
C -3.797 0.090 -1.477 -0.100
H -4.365 -6.787 -0.067 0.365
H -5.015 -4.833 -1.452 0.389
H -4.096 -2.597 -0.948 0.429
H -1.914 -4.228 2.344 0.342
H -2.814 -6.465 1.839 0.332
H -1.894 -1.838 1.975 -0.636
H -0.776 -1.347 -1.996 0.380
H -1.313 -0.726 -4.314 0.282
H -3.441 0.449 -4.843 0.338
H -5.025 0.961 -2.989 0.381
H -4.487 0.336 -0.677 0.378
F -0.415 -2.769 3.190 -0.533
Te -1.411 -1.449 4.127 1.929
F -3.215 -1.182 3.620 -0.459
F -0.001 -1.716 5.363 -0.427
F -2.063 -0.499 5.643 -0.444
F -2.184 -2.994 4.836 -0.421
O -0.683 -0.047 3.265 -0.664



20
Properties=species:S:1:pos:R:3:mulliken_charge:R:1 method="wB97M-V/def2-TZVPD" e_above_lowest_kj_mol=94.2 energy_ev=-30571.450 largest_force_ev_per_a=2.5 total_charge=+1 orbital_gap_ha=0.310 molar_mass_g_mol=172.30
C 0.612 -1.280 -0.054 0.466
C 0.799 -0.188 -0.569 -0.552
C -0.260 -2.332 0.258 -0.487
C -1.503 -2.113 -0.198 -0.391
C -1.908 -0.947 -1.078 -0.725
C 0.274 1.041 -0.946 0.328
C 2.842 1.601 1.640 -0.733
N -1.590 0.429 -0.630 -0.431
S 0.482 2.497 -0.012 0.033
S 1.060 1.890 1.851 0.004
H 0.029 -3.182 0.849 0.428
H -2.277 -2.835 0.012 0.396
H -1.425 -1.091 -2.053 0.324
H -2.989 -1.002 -1.243 0.425
H 0.188 1.257 -2.003 0.329
H 3.005 0.658 1.128 0.266
H 3.254 1.557 2.642 0.326
H 3.286 2.427 1.100 0.310
H -2.214 1.096 -1.074 0.336
H -1.664 0.519 0.380 0.346